No. 1
The following is a DFT calculation (the ωB97M-V functional and the def2-TZVPD basis) of a structure of composition C11H24IN2NbNiO2P.

* multiplicity: 3
* total charge: +1
* HOMO (alpha / beta): -0.38282 / -0.38137 hartree
* LUMO (alpha / beta): -3.991 / -6.713 eV
* frontier orbital gap (alpha / beta): 6.426 / 3.664 eV
* electronic energy: -78836.82092 eV

Element x y z (Å)
C  -3.9770  3.2998  -0.9510
C  -2.6347  2.5959  -0.5205
C  -1.3236  3.3813  -0.9066
I  -1.0304  5.2434  0.1937
Nb  0.4297  1.9274  -0.4433
C  2.2315  0.6042  -0.0736
C  2.1486  -0.1743  1.3072
C  1.5055  -1.6078  1.1366
C  1.3382  -2.2724  2.5659
N  0.7319  -3.6415  2.4880
C  0.2332  -4.1857  1.3293
C  -0.2441  -5.5663  1.7007
C  -0.0106  -5.8179  3.1000
C  0.6061  -4.5043  3.5606
P  0.4198  1.3891  -2.9871
N  -1.0334  0.9237  -3.4599
O  0.8415  2.8360  -3.8593
O  1.5233  0.1955  -3.3955
H  -3.9905  3.6619  -2.0119
H  -4.2659  4.1134  -0.2238
H  -4.7952  2.5238  -0.8548
H  -2.5739  1.6080  -1.0678
H  -2.6623  2.3495  0.5711
H  -1.2361  3.6019  -2.0266
H  1.5805  3.3174  -0.8251
H  0.4588  2.4377  1.3182
H  -0.7374  0.5812  -0.0644
H  3.1219  1.2921  0.0012
H  2.4586  -0.1042  -0.9212
H  3.1933  -0.3044  1.7070
H  1.5223  0.3617  2.0803
H  2.2190  -2.2551  0.5469
H  0.5215  -1.5561  0.5975
H  0.8226  -1.6086  3.3038
H  2.3878  -2.4206  2.9492
H  0.1584  -3.7810  0.2994
H  -0.6820  -6.3004  0.9920
H  -0.2218  -6.7314  3.6918
H  0.8767  -4.3694  4.6307
H  -1.3895  1.5912  -4.1605
H  0.0295  3.2354  -4.2764
H  1.3324  -0.1684  -4.2860
Ni  0.1155  4.2981  -2.7556

The molecule's Mulliken atomic charges, reported in e, are given here: number 1, C, carries -1.147; number 2, C, carries -0.294; number 3, C, carries -1.216; number 4, I, carries 0.206; number 5, Nb, carries -0.371; number 6, C, carries -1.145; number 7, C, carries -0.581; number 8, C, carries -0.496; number 9, C, carries -0.643; number 10, N, carries 0.202; number 11, C, carries 0.013; number 12, C, carries -0.421; number 13, C, carries -0.476; number 14, C, carries -0.069; number 15, P, carries 0.873; number 16, N, carries -0.655; number 17, O, carries -0.783; number 18, O, carries -0.493; number 19, H, carries 0.287; number 20, H, carries 0.312; number 21, H, carries 0.342; number 22, H, carries 0.340; number 23, H, carries 0.449; number 24, H, carries 0.703; number 25, H, carries 0.002; number 26, H, carries 0.036; number 27, H, carries 0.048; number 28, H, carries 0.464; number 29, H, carries 0.431; number 30, H, carries 0.391; number 31, H, carries 0.319; number 32, H, carries 0.358; number 33, H, carries 0.323; number 34, H, carries 0.389; number 35, H, carries 0.314; number 36, H, carries 0.423; number 37, H, carries 0.375; number 38, H, carries 0.393; number 39, H, carries 0.413; number 40, H, carries 0.224; number 41, H, carries 0.423; number 42, H, carries 0.347; number 43, Ni, carries 0.390

=====

No. 2
The following is a DFT calculation (the ωB97M-V functional and the def2-TZVPD basis) of a structure of composition CuFH12O6.

* multiplicity: 2
* total charge: +1
* HOMO (alpha / beta): -0.49790 / -0.49771 hartree
* LUMO (alpha / beta): -5.438 / -8.080 eV
* frontier orbital gap (alpha / beta): 8.111 / 5.464 eV
* electronic energy: -59829.03022 eV

Element x y z (Å)
Cu  -0.4537  1.4946  0.7088
F  -0.4006  -0.0320  -0.5622
O  0.3615  0.2140  2.1779
H  1.0560  0.3562  2.8157
H  0.0478  -0.7070  2.3708
O  2.0568  -1.2140  -0.3402
H  2.7126  -0.8710  -0.9594
H  1.2928  -0.6486  -0.5711
O  -2.3693  1.0380  1.4047
H  -2.9711  1.7377  0.9943
H  -2.6599  0.2231  1.0434
O  -0.8865  -2.6713  -0.1297
H  -0.6109  -1.7756  -0.1593
H  -1.4100  -2.8331  -0.8976
O  -0.0939  -0.5646  -3.1773
H  -0.3775  -0.2860  -2.3234
H  -0.8342  -0.1982  -3.7366
O  1.4711  2.0670  0.3212
H  1.8082  3.0143  0.3505
H  2.2610  1.6563  0.6694

The molecule's Mulliken atomic charges, reported in e, are given here: number 1, Cu, carries 0.469; number 2, F, carries -0.421; number 3, O, carries -0.317; number 4, H, carries 0.271; number 5, H, carries 0.334; number 6, O, carries -0.613; number 7, H, carries 0.332; number 8, H, carries 0.327; number 9, O, carries -0.504; number 10, H, carries 0.444; number 11, H, carries 0.378; number 12, O, carries -0.645; number 13, H, carries 0.279; number 14, H, carries 0.322; number 15, O, carries -0.600; number 16, H, carries 0.242; number 17, H, carries 0.352; number 18, O, carries -0.338; number 19, H, carries 0.336; number 20, H, carries 0.351

=====

No. 3
The following is a DFT calculation (the ωB97M-V functional and the def2-TZVPD basis) of a cluster of 2 separate species, C11H13N2O6P in total.

* SMILES: O=C1NC(=O)c2c1ccc(O)c2P(O)O.CN(C)C=O
* HOMO: -0.31804 hartree
* LUMO: -1.294 eV
* frontier orbital gap: 7.360 eV
* electronic energy: -36161.35514 eV

Element x y z (Å)
O  -6.4966  1.4166  -1.8053
C  -5.2389  1.7289  -1.4820
N  -4.4599  3.0440  -1.6681
C  -3.6333  3.2204  -0.3770
O  -3.5548  4.3717  0.2949
C  -3.0210  1.7252  -0.1012
C  -4.1128  0.7375  -0.8220
C  -3.9377  -0.8921  -0.8021
C  -2.5749  -1.4698  -0.0284
C  -1.4509  -0.4598  0.6883
O  -0.2696  -1.0892  1.3005
C  -1.6697  1.1982  0.6627
P  -0.4311  2.4390  1.4234
O  0.3431  1.6155  2.7937
O  -1.2104  3.8163  2.1509
H  -3.8524  2.8593  -2.5030
H  -4.7388  -1.5754  -1.3204
H  -2.3833  -2.6243  -0.0095
H  0.5438  -0.9690  0.6952
H  0.9795  0.9008  2.4387
H  -1.8092  3.5639  2.9160
C  5.6397  -2.2698  -0.9567
N  4.3161  -1.9373  -0.4723
C  4.0861  -1.8896  0.9566
C  3.2696  -1.6652  -1.3280
O  2.1288  -1.3780  -0.9864
H  5.9111  -3.2637  -0.5896
H  6.3512  -1.5311  -0.5767
H  5.6712  -2.2696  -2.0496
H  3.3055  -2.6111  1.2160
H  3.7433  -0.8867  1.2288
H  5.0028  -2.1264  1.5034
H  3.5534  -1.7293  -2.3911

The molecule's Mulliken atomic charges, reported in e, are given here: number 1, O, carries -0.501; number 2, C, carries 0.299; number 3, N, carries -0.421; number 4, C, carries 0.321; number 5, O, carries -0.478; number 6, C, carries -0.030; number 7, C, carries 0.099; number 8, C, carries -0.400; number 9, C, carries -0.383; number 10, C, carries 0.159; number 11, O, carries -0.490; number 12, C, carries 0.599; number 13, P, carries 0.230; number 14, O, carries -0.496; number 15, O, carries -0.432; number 16, H, carries 0.347; number 17, H, carries 0.327; number 18, H, carries 0.307; number 19, H, carries 0.322; number 20, H, carries 0.329; number 21, H, carries 0.319; number 22, C, carries -0.907; number 23, N, carries 0.117; number 24, C, carries -0.894; number 25, C, carries 0.106; number 26, O, carries -0.563; number 27, H, carries 0.332; number 28, H, carries 0.334; number 29, H, carries 0.292; number 30, H, carries 0.290; number 31, H, carries 0.254; number 32, H, carries 0.369; number 33, H, carries 0.240

=====

no.,maximum force (eV/A)
1,4.39
2,3.72
3,9.12